# 1
Formula: C6H12O
Source: the OMol25 dataset
Level of theory: the ωB97M-V functional and the def2-TZVPD basis

Cartesian coordinates (Å):
C (2.823, 0.219, 0.187)
C (1.466, -0.475, 0.255)
C (0.286, 0.492, 0.344)
C (-1.035, -0.272, 0.281)
C (-1.157, -1.010, -1.052)
O (-2.927, -0.049, -1.075)
C (-2.303, 0.571, 0.083)
H (2.889, 0.866, -0.696)
H (2.996, 0.843, 1.072)
H (3.640, -0.508, 0.127)
H (1.440, -1.157, 1.116)
H (1.331, -1.098, -0.643)
H (0.326, 1.191, -0.504)
H (0.348, 1.088, 1.266)
H (-1.135, -0.908, 1.172)
H (-1.534, -2.037, -0.902)
H (-2.316, 0.114, -1.824)
H (-2.112, 1.637, -0.112)
H (-3.025, 0.491, 0.905)

Force components x, y, z for each atom (eV/Å):
0.05 0.04 -0.01
-0.01 -0.05 0.02
0.01 0.05 0.00
0.03 0.01 -0.01
-0.01 -0.27 0.22
-0.01 -0.04 -0.08
0.04 0.14 0.19
-0.03 -0.08 0.13
-0.04 -0.08 -0.12
-0.11 0.10 0.02
0.00 0.09 -0.11
0.02 0.09 0.13
-0.01 -0.09 0.11
0.00 -0.07 -0.10
0.03 0.06 -0.11
0.05 0.23 0.02
-0.25 0.17 -0.10
0.02 -0.28 0.05
0.22 -0.01 -0.25

Computed properties:
Charge   0
Molecular weight   100.161 Da
Highest occupied orbital energy   -8.4480 eV
Frontier orbital gap   8.97 eV
Energy above the lowest of the compared OMol25 structures with the same formula, charge and spin   444.1 kJ/mol

=====

# 2
Formula: C34H27F5GeN4PbS5
Source: the OMol25 dataset
Level of theory: the ωB97M-V functional and the def2-TZVPD basis

Cartesian coordinates (Å):
Pb (1.482, 0.617, 1.247)
N (2.635, 0.686, 4.851)
C (3.669, 0.504, 4.003)
N (3.564, 0.600, 2.699)
C (4.796, 0.368, 2.072)
C (5.800, 0.068, 2.919)
S (5.251, 0.084, 4.553)
C (4.939, 0.510, 0.609)
C (6.061, 0.261, -0.099)
S (5.818, 0.648, -1.760)
C (4.193, 1.131, -1.391)
N (3.871, 0.993, -0.135)
N (3.326, 1.533, -2.359)
H (1.797, 1.128, 4.498)
H (2.797, 0.710, 5.841)
H (6.834, -0.145, 2.695)
H (7.017, -0.115, 0.236)
H (3.688, 1.810, -3.254)
H (2.474, 1.989, -2.064)
C (-2.030, 1.842, 4.632)
C (-1.011, 1.155, 3.751)
S (0.024, 2.210, 2.901)
C (-0.992, -0.255, 3.695)
C (-2.011, -1.037, 4.498)
S (0.060, -1.194, 2.760)
H (-1.993, 2.918, 4.495)
H (-1.832, 1.624, 5.685)
H (-3.042, 1.492, 4.414)
H (-2.274, -0.537, 5.430)
H (-1.635, -2.031, 4.723)
H (-2.930, -1.153, 3.915)
F (-3.764, 5.523, 0.848)
C (-3.026, 4.531, 0.373)
C (-1.655, 4.673, 0.268)
F (-1.069, 5.801, 0.659)
C (-0.902, 3.638, -0.236)
F (0.428, 3.804, -0.315)
C (-1.466, 2.433, -0.639)
S (-0.337, 1.235, -1.268)
C (-2.837, 2.314, -0.513)
F (-3.455, 1.192, -0.893)
C (-3.614, 3.345, -0.015)
F (-4.930, 3.191, 0.085)
C (-5.303, -2.072, -0.390)
C (-4.241, -1.977, 0.503)
C (-2.973, -1.651, 0.039)
C (-2.767, -1.429, -1.325)
C (-3.831, -1.538, -2.217)
C (-5.098, -1.861, -1.747)
Ge (-1.014, -0.915, -1.910)
C (-0.641, -0.810, -3.802)
C (-1.405, 0.014, -4.631)
C (-1.107, 0.115, -5.983)
C (-0.043, -0.604, -6.516)
C (0.715, -1.431, -5.700)
C (0.417, -1.537, -4.346)
C (0.373, -1.930, -1.003)
C (0.072, -3.151, -0.396)
C (1.092, -3.953, 0.112)
C (2.416, -3.549, 0.008)
C (2.730, -2.342, -0.609)
C (1.713, -1.545, -1.118)
H (-6.296, -2.304, -0.024)
H (-4.402, -2.155, 1.560)
H (-2.148, -1.558, 0.740)
H (-3.675, -1.375, -3.278)
H (-5.928, -1.945, -2.437)
H (-2.233, 0.587, -4.223)
H (-1.704, 0.756, -6.621)
H (0.189, -0.514, -7.570)
H (1.536, -2.003, -6.114)
H (1.009, -2.194, -3.719)
H (-0.957, -3.480, -0.316)
H (0.847, -4.900, 0.578)
H (3.206, -4.182, 0.393)
H (3.766, -2.035, -0.716)
H (1.967, -0.626, -1.634)

Force components x, y, z for each atom (eV/Å):
-0.03 -0.12 -0.15
0.05 -0.06 -0.10
-0.06 -0.05 0.02
0.25 0.02 -0.34
-0.20 0.06 -0.03
0.16 -0.07 0.07
-0.02 0.01 0.06
-0.28 0.13 0.12
0.21 -0.13 -0.06
-0.04 0.03 -0.08
0.08 -0.16 0.04
0.19 0.13 0.16
-0.04 -0.02 0.10
0.03 0.00 0.00
0.00 0.03 0.04
-0.11 0.05 0.00
-0.14 0.06 0.00
0.00 0.01 -0.01
0.05 -0.01 0.02
0.01 -0.12 -0.06
-0.08 0.05 0.00
-0.07 -0.08 0.21
-0.09 -0.01 0.09
0.05 0.13 -0.05
-0.02 0.08 0.11
0.00 0.04 -0.01
-0.01 0.01 -0.02
0.04 0.00 0.00
0.03 -0.05 -0.05
0.00 -0.01 -0.02
0.04 0.04 0.02
-0.05 0.04 0.04
-0.05 0.06 0.05
0.07 0.21 0.06
-0.02 -0.02 -0.02
0.20 -0.04 0.01
-0.03 -0.02 0.03
0.06 -0.13 -0.04
0.06 -0.06 -0.17
-0.13 -0.13 -0.09
0.04 0.19 0.00
-0.09 -0.08 -0.01
-0.05 0.00 0.00
0.00 0.02 0.03
0.08 0.04 -0.03
-0.18 -0.01 -0.12
0.00 0.01 0.10
0.02 -0.10 0.08
0.01 0.01 0.00
0.02 0.19 0.15
-0.12 -0.03 -0.05
0.07 -0.03 -0.06
-0.04 0.02 0.06
-0.02 0.03 0.01
-0.02 -0.04 0.06
-0.07 0.04 -0.11
0.03 -0.27 -0.18
0.19 0.09 0.08
-0.07 0.07 -0.02
-0.05 0.00 0.02
0.04 0.00 0.02
-0.05 -0.05 0.02
0.06 -0.03 -0.03
-0.01 0.01 -0.04
-0.03 -0.02 0.00
-0.02 -0.01 0.02
0.03 0.01 0.01
0.05 0.01 -0.01
0.03 -0.03 0.02
0.00 -0.04 0.04
-0.01 0.03 -0.01
0.01 0.01 -0.01
0.03 -0.03 -0.01
0.02 0.04 -0.01
-0.02 0.03 0.00
-0.07 0.00 0.03
0.06 0.02 -0.05

Computed properties:
Charge   +1
Spin multiplicity   2
Molecular weight   1026.753 Da
<S²>   0.76
Highest occupied orbital energy (spin up / spin down)   -10.4158 / -10.5821 eV
Frontier orbital gap (spin up / spin down)   8.09 / 6.11 eV

=====

# 3
Formula: C30H16BrCl4F6N5O8S2Ti
Source: the OMol25 dataset
Level of theory: the ωB97M-V functional and the def2-TZVPD basis

Cartesian coordinates (Å):
Ti (-0.402, 0.149, 0.580)
Br (2.048, 6.939, 0.601)
C (1.182, 5.279, 0.899)
C (1.200, 4.718, 2.180)
C (0.590, 3.510, 2.412)
C (-0.013, 2.791, 1.363)
O (-0.593, 1.637, 1.574)
C (-0.052, 3.396, 0.076)
C (-0.831, 2.751, -0.950)
N (-1.165, 1.515, -0.871)
C (-2.155, 0.967, -1.709)
C (-2.205, 1.040, -3.072)
C (-3.250, 0.401, -3.773)
C (-4.216, -0.299, -3.109)
C (-4.182, -0.402, -1.698)
C (-5.096, -1.163, -0.936)
C (-4.944, -1.226, 0.420)
C (-3.890, -0.518, 1.029)
N (-3.015, 0.193, 0.358)
C (-3.151, 0.247, -0.994)
C (0.541, 4.651, -0.135)
H (1.685, 5.247, 2.989)
H (0.591, 3.052, 3.391)
H (-1.219, 3.361, -1.766)
H (-1.417, 1.545, -3.618)
H (-3.264, 0.454, -4.854)
H (-5.002, -0.813, -3.648)
H (-5.902, -1.686, -1.438)
H (-5.620, -1.810, 1.029)
H (-3.774, -0.525, 2.108)
H (0.495, 5.115, -1.112)
Cl (-3.380, -5.587, -0.916)
C (-2.609, -4.312, -0.061)
C (-2.589, -4.315, 1.329)
Cl (-3.293, -5.616, 2.200)
C (-2.003, -3.254, 2.033)
Cl (-1.991, -3.237, 3.744)
C (-1.442, -2.200, 1.331)
O (-0.901, -1.085, 1.843)
C (-1.418, -2.226, -0.077)
O (-0.847, -1.154, -0.616)
C (-2.016, -3.263, -0.768)
Cl (-2.040, -3.206, -2.486)
F (4.255, -2.305, 1.944)
C (3.575, -1.332, 1.369)
F (3.838, -1.337, 0.054)
F (3.977, -0.159, 1.863)
S (1.721, -1.477, 1.586)
O (1.416, -0.098, 1.095)
O (1.329, -2.517, 0.696)
N (1.534, -1.787, 3.088)
S (1.806, -0.659, 4.221)
O (3.150, -0.704, 4.698)
O (1.226, 0.614, 3.932)
C (0.778, -1.361, 5.597)
F (0.944, -2.675, 5.704)
F (1.150, -0.787, 6.740)
F (-0.504, -1.082, 5.389)
N (5.603, 1.126, -4.069)
C (4.723, 0.097, -3.994)
O (4.829, -0.897, -4.682)
C (3.573, 0.253, -3.031)
C (3.325, 1.377, -2.253)
C (2.190, 1.406, -1.463)
N (1.299, 0.414, -1.412)
C (1.558, -0.678, -2.134)
C (2.673, -0.799, -2.945)
H (6.376, 1.030, -4.704)
H (5.569, 1.933, -3.476)
H (3.980, 2.238, -2.246)
H (1.984, 2.273, -0.849)
H (0.830, -1.475, -2.069)
H (2.849, -1.692, -3.528)

Force components x, y, z for each atom (eV/Å):
-0.31 1.37 -0.83
-0.05 -0.04 0.01
0.11 0.15 0.04
-0.05 0.05 -0.15
-0.07 -0.46 0.02
0.16 1.34 -0.31
0.04 1.08 1.28
0.08 -0.24 0.45
-0.28 -0.19 -0.03
-0.11 0.60 -0.54
-0.44 -0.03 -0.33
0.26 0.08 0.23
-0.18 -0.10 -0.03
0.04 0.00 -0.10
0.15 0.11 0.12
0.06 0.06 0.10
-0.21 -0.01 -0.09
0.06 0.23 0.06
-0.03 -0.21 -0.18
-0.19 0.01 -0.11
-0.07 -0.08 -0.01
0.02 -0.02 0.01
0.04 0.00 0.05
-0.03 -0.01 0.00
-0.01 0.02 0.01
-0.01 0.01 0.00
0.01 0.03 -0.03
0.02 -0.05 0.01
0.02 0.02 0.04
0.08 -0.13 0.00
-0.01 -0.03 -0.02
-0.03 -0.07 -0.08
0.01 0.02 0.12
0.09 0.14 -0.09
-0.07 -0.09 0.05
0.08 0.15 -0.07
0.01 0.11 0.15
-0.30 -0.61 -0.48
-0.69 -0.67 0.37
-0.41 -0.50 0.50
-0.35 -1.34 -1.09
0.06 0.13 -0.04
0.07 0.03 -0.13
-0.25 -0.08 0.05
-0.09 0.38 -0.35
-0.01 -0.04 0.08
0.03 -0.13 0.05
2.67 -1.02 0.90
0.50 -0.07 0.80
-0.26 -0.20 0.22
-0.15 0.63 -0.45
0.08 -0.12 0.39
0.13 -0.22 -0.03
-0.20 0.15 -0.25
-0.03 -0.02 -0.15
-0.06 0.05 -0.01
0.08 0.02 -0.10
-0.01 -0.11 0.01
0.04 0.06 0.00
0.12 -0.01 -0.06
-0.04 0.05 0.06
-0.23 -0.10 0.08
0.03 -0.05 -0.09
-0.03 0.10 -0.01
0.19 -0.20 0.07
-0.16 0.00 -0.11
0.10 0.09 -0.11
0.01 -0.03 0.00
-0.03 -0.04 0.02
-0.02 0.02 0.03
0.05 0.01 0.04
0.02 0.00 0.05
-0.04 -0.01 0.00

Computed properties:
Charge   0
Molecular weight   1022.190 Da
Highest occupied orbital energy   -8.4604 eV
Frontier orbital gap   7.33 eV
Energy above the lowest of the compared OMol25 structures with the same formula, charge and spin   141.5 kJ/mol

=====

# 4
Formula: C2H9NO
Source: the OMol25 dataset
Level of theory: the ωB97M-V functional and the def2-TZVPD basis

Cartesian coordinates (Å):
N (-1.600, 0.730, 1.441)
C (-1.525, -0.713, 1.383)
O (-2.056, -1.470, 2.491)
H (-1.017, 1.134, 2.103)
H (-2.552, 1.099, 1.530)
H (-0.527, -1.159, 1.258)
H (-1.964, -1.148, 0.418)
H (-1.274, -1.274, 3.067)
C (2.512, 0.556, -2.757)
H (2.052, 1.336, -2.122)
H (2.184, 0.592, -3.784)
H (3.551, 0.694, -2.711)
H (2.216, -0.377, -2.318)

Force components x, y, z for each atom (eV/Å):
-1.39 -1.58 -1.52
-0.53 -1.47 -2.25
1.57 1.31 0.50
1.18 0.77 1.44
0.56 -0.45 -0.05
0.42 1.25 0.12
-0.28 1.08 1.41
-1.55 -0.91 0.34
-1.37 0.61 0.71
0.06 -0.19 -0.63
-0.24 0.20 -0.22
1.48 -0.02 0.05
0.06 -0.60 0.10

Computed properties:
Charge   0
SMILES   NCO.C
Molecular weight   63.100 Da
Highest occupied orbital energy   -9.8873 eV
Frontier orbital gap   10.74 eV
Energy above the lowest of the compared OMol25 structures with the same formula, charge and spin   82.3 kJ/mol